(1)
Below is a cluster of 2 separate species, C4H9NO2 in total at a distorted geometry, with properties calculated with ωB97M-V/def2-TZVPD.

The geometry in XYZ format:
```
16
Properties=species:S:1:pos:R:3:forces:R:3
C 1.963254 -0.462998 -1.667693 0.00 -0.11 -0.15
N 1.962923 0.451992 -0.578390 -0.03 0.70 0.87
C 1.888093 1.170512 0.340433 0.16 -0.65 -0.91
O -0.576798 0.709878 1.854152 0.14 0.16 0.06
C -1.362358 0.898940 0.687963 -0.15 0.01 -0.23
C -1.730024 -0.477371 0.148840 -0.32 0.14 0.00
O -0.562030 -1.259619 -0.005262 0.08 -0.04 0.20
H 1.531481 -1.406559 -1.330930 0.07 0.13 -0.07
H 1.343388 -0.063207 -2.472876 0.09 -0.04 0.10
H 2.984372 -0.605448 -2.026792 -0.13 0.01 0.06
H 0.273670 1.158112 1.719079 -0.15 -0.09 0.10
H -2.265579 1.474598 0.931849 0.12 -0.11 -0.04
H -0.796317 1.451228 -0.073363 -0.07 -0.06 0.12
H -2.435045 -0.965992 0.838783 0.11 0.05 -0.09
H -2.212892 -0.396241 -0.830742 0.06 0.01 0.13
H -0.087105 -1.116702 0.830009 0.01 -0.11 -0.15
```
Forces are in eV/Å.

Calculated values
**Kohn-Sham gap**: 0.402 Eh
**Relative energy (zero: lowest compared OMol25 entry of this formula, charge and spin)**: 257.9 kJ/mol
**E_HOMO**: -10.121 eV
**Total charge**: 0

(2)
Below is a cluster of 2 separate species, C4H9NO2 in total, with properties calculated with ωB97M-V/def2-TZVPD.

The geometry in XYZ format:
```
16
Properties=species:S:1:pos:R:3:forces:R:3
C 0.063213 -1.766451 -0.117833 0.00 0.10 -0.05
C -0.320279 -1.187354 1.214603 0.00 -0.25 0.10
C 0.474125 -0.140576 1.862915 0.23 -0.01 0.21
O -0.790003 0.167629 1.278793 -0.17 0.11 -0.20
N 0.652478 1.037914 -1.728631 -0.21 0.32 -0.06
C -0.232426 1.948216 -1.669097 0.21 -0.08 -0.14
O -1.019575 2.147322 -0.619158 -0.09 -0.12 0.16
H -0.818788 -2.021059 -0.715297 0.06 0.01 0.16
H 0.639764 -2.683978 0.049216 -0.08 0.14 -0.04
H 0.654092 -1.045136 -0.686479 -0.06 -0.15 0.10
H -0.907002 -1.840477 1.861729 0.12 0.10 -0.03
H 0.498736 -0.061352 2.948493 -0.01 -0.02 -0.16
H 1.332696 0.276919 1.336968 -0.15 -0.11 0.01
H -0.895389 1.434808 0.053523 0.11 0.00 -0.16
H 1.135884 1.049190 -2.624170 -0.12 0.12 0.10
H -0.467524 2.684384 -2.445574 0.17 -0.16 0.00
```
Forces are in eV/Å.

Calculated values
**Kohn-Sham gap**: 0.411 Eh
**SMILES**: C[C@H]1CO1.[H]/N=C/O
**Relative energy (zero: lowest compared OMol25 entry of this formula, charge and spin)**: 222.5 kJ/mol
**E_HOMO**: -10.060 eV
**Total charge**: 0

(3)
Below is the molecule C4H9NO2 at a distorted geometry, with properties calculated with ωB97M-V/def2-TZVPD.

The geometry in XYZ format:
```
16
Properties=species:S:1:pos:R:3:forces:R:3
C 1.041219 -1.450656 1.379059 1.75 -0.85 0.02
N 0.178112 -0.319850 1.130095 -1.53 0.35 0.96
C -0.315310 0.001078 -0.214103 -0.49 -0.29 1.05
C 0.494415 1.095242 -0.912660 0.21 -1.33 -0.32
O 0.240306 0.799243 -2.305470 0.36 0.88 0.38
C -1.751950 0.501837 -0.063171 -0.52 0.66 -1.15
O -2.720618 -0.100123 -0.447717 0.22 -0.38 0.34
H 2.081160 -1.085755 1.549655 -0.61 -0.31 0.23
H 0.752034 -2.129692 2.244154 0.07 1.24 -0.93
H 1.162821 -2.119382 0.520965 -0.36 -0.04 -0.20
H -0.662645 -0.490177 1.671643 0.22 0.20 0.24
H -0.447539 -0.921292 -0.804791 0.57 0.45 -0.31
H 1.538684 0.970031 -0.619244 0.26 -0.37 -0.55
H 0.317501 2.110651 -0.530557 -0.80 -0.13 -0.52
H 0.015023 1.574861 -2.829760 0.17 0.10 0.28
H -1.923216 1.563987 0.231900 0.47 -0.19 0.46
```
Forces are in eV/Å.

Calculated values
**Kohn-Sham gap**: 0.368 Eh
**SMILES**: CN[C@@H](C=O)CO
**Relative energy (zero: lowest compared OMol25 entry of this formula, charge and spin)**: 267.6 kJ/mol
**E_HOMO**: -9.226 eV
**Total charge**: 0